The following is a DFT calculation (the ωB97M-V functional and the def2-TZVPD basis) of a structure of composition C9H21CeClI2N2O2P.

Geometry as XYZ:
```
39
Properties=species:S:1:pos:R:3:forces:R:3:lowdin_charge:R:1
I 4.292 1.057 -1.742 1.1365 -1.5282 1.1583 0.754
I 3.335 -1.861 -1.575 0.3889 1.6039 -0.0708 0.645
Ce 0.345 -0.817 -0.832 -3.3211 0.3324 3.0794 0.799
P -0.800 -0.003 -3.748 -0.7637 0.1885 -1.2357 0.860
C 0.511 0.069 -4.965 0.6147 -0.0542 -0.6214 -0.225
C -1.797 -1.481 -4.102 0.1633 -0.5827 1.2222 -0.203
H -2.518 1.578 -3.135 0.1523 -0.1158 -0.5842 0.041
H -2.346 1.508 -4.940 0.4263 -0.2505 0.2922 0.101
H -1.138 2.373 -3.878 -0.2504 -0.2803 -0.3338 0.079
C -1.805 1.497 -3.977 0.0922 0.4375 1.3562 -0.185
H -2.506 -1.633 -3.266 0.1346 0.1681 -0.6582 0.030
H -2.333 -1.385 -5.060 0.3653 0.0608 0.2360 0.100
H 0.159 0.072 -6.000 -0.3200 -0.2250 0.1314 0.105
H 1.209 -0.775 -4.780 -0.5272 0.3357 -0.5668 0.086
H -1.119 -2.354 -4.089 -0.3198 0.2343 -0.4079 0.075
H 1.099 0.990 -4.792 -1.0589 -0.5912 -1.0750 0.066
C 1.409 0.431 -2.461 4.6686 3.1308 -6.6960 -0.482
O 2.110 0.806 -3.370 -4.2338 -1.7909 6.6577 -0.217
Cl -2.279 -0.213 -1.028 2.0641 -0.5069 0.0416 0.228
C 2.438 -0.261 2.085 0.5749 0.0505 -0.4139 -0.046
N 1.409 -0.234 3.113 -1.3454 0.1972 -1.3963 -0.081
C 1.806 -0.111 4.513 0.5932 0.0856 0.7678 -0.016
C 0.120 -0.138 2.619 -0.0882 0.1969 4.7335 -0.330
O -0.002 -0.219 1.349 -0.1194 -0.5522 -2.7695 -0.249
N -1.010 0.023 3.432 1.4790 -0.1952 -4.1962 -0.075
C -1.138 0.163 4.850 0.7308 0.1554 1.5734 -0.027
C -2.238 0.280 2.650 -0.9680 -0.0752 -0.3779 -0.023
H 3.441 -0.226 2.534 -0.4935 -0.0569 -0.0760 0.122
H 2.366 0.597 1.384 0.0105 -0.1227 0.4436 0.090
H 2.398 -1.174 1.459 0.0091 0.0198 0.4092 0.046
H 1.500 0.855 4.935 0.1678 -0.2425 -0.1677 0.113
H 1.414 -0.932 5.125 0.0626 0.1657 -0.2562 0.114
H 2.899 -0.163 4.614 -0.3890 0.0006 -0.3770 0.112
H -1.569 1.120 5.138 0.0086 0.2197 -0.3380 0.119
H -1.766 -0.593 5.317 -0.0707 -0.3154 -0.4103 0.121
H -0.157 0.102 5.305 -0.6221 0.0091 0.1875 0.050
H -2.137 1.162 1.987 0.0674 -0.3057 0.5230 0.101
H -2.517 -0.567 1.985 0.2674 0.3504 0.6318 0.083
H -3.086 0.459 3.344 0.7133 -0.1511 -0.4160 0.120
```
Forces are in eV/Å.

Values from the calculation:
Net charge: +3
LUMO level (spin up / spin down), eV: -13.3 / -13.3
Highest occupied orbital energy (spin up / spin down), eV: -17.6 / -17.6
Frontier orbital gap (spin up / spin down), eV: 4.3 / 4.3


The following is a DFT calculation (the ωB97M-V functional and the def2-TZVPD basis) of a structure of composition C9H21Cl2O6P2Zr.

Geometry as XYZ:
```
41
Properties=species:S:1:pos:R:3:forces:R:3:nbo_charge:R:1
C 0.387 -0.178 -6.602 0.0695 0.1075 0.2449 -0.740
C 0.129 0.260 -5.190 -0.0809 -0.1295 -0.6803 0.627
H 1.463 -0.208 -6.781 -0.1612 0.0256 0.0307 0.266
H -0.100 0.518 -7.291 0.0314 -0.0733 0.0784 0.286
H -0.059 -1.164 -6.761 0.0108 0.1218 0.0179 0.274
O 0.919 0.544 -4.348 -0.3926 -0.1169 0.4243 -0.558
Cl -1.667 0.330 -4.836 0.5259 -0.0060 0.3016 -0.124
Zr 0.000 0.000 0.000 -8.3269 -0.6986 -2.9442 2.172
P -0.222 2.294 -0.245 -1.4879 7.6617 -1.9763 0.559
C 1.045 3.361 0.538 0.8608 -0.6164 0.6619 -0.854
C -0.228 2.850 -1.990 0.1219 -0.4890 -0.2379 -0.889
H -0.419 3.926 -2.062 -0.0063 -0.1391 0.2176 0.304
H -1.899 4.026 0.195 0.2275 -0.1602 -0.1179 0.311
H -1.006 2.294 -2.520 0.0290 0.1483 -0.1979 0.274
H -2.618 2.402 -0.057 -0.1239 0.2249 0.0326 0.266
H 2.030 3.110 0.136 -0.0280 0.1539 -0.0026 0.270
H 0.739 2.617 -2.445 -0.0887 0.0547 -0.1133 0.281
C -1.800 2.956 0.409 -0.3910 -0.6629 0.4419 -0.863
H 0.836 4.420 0.353 -0.2952 -0.2050 -0.1946 0.314
H -1.838 2.793 1.490 -0.0811 0.1124 -0.0350 0.271
H 1.059 3.176 1.616 0.0046 0.1303 -0.0063 0.270
P -0.020 -2.316 0.083 -0.8189 -8.0154 -0.9659 0.577
C 1.329 -3.148 1.003 0.7753 0.8001 0.5128 -0.859
C -1.540 -3.014 0.830 -0.4084 0.6654 0.3031 -0.864
H -0.783 -2.707 -2.166 0.0055 -0.2171 -0.1364 0.266
H -0.058 -4.199 -1.485 -0.0093 0.1758 0.1137 0.307
H 0.982 -2.860 -2.055 -0.0404 -0.1366 -0.0700 0.271
C 0.037 -3.111 -1.567 0.0578 0.4903 -0.2517 -0.894
H -2.399 -2.603 0.295 -0.1124 -0.2243 0.0722 0.266
H -1.545 -4.108 0.768 0.2047 0.1635 -0.1360 0.310
H 1.212 -4.236 0.973 -0.3045 0.1400 -0.2239 0.314
H 1.320 -2.810 2.043 0.0087 -0.1193 0.0066 0.273
H -1.600 -2.706 1.878 -0.0660 -0.1111 -0.0211 0.271
H 2.291 -2.873 0.563 -0.0036 -0.1621 0.0279 0.270
C 1.522 0.138 0.990 15.0992 1.3717 9.0066 0.256
O 2.500 0.226 1.627 -3.4306 -0.3152 -2.7838 -0.152
O 0.863 -1.146 4.192 -2.3826 3.1753 -3.2571 -0.569
Cl 0.000 0.000 3.680 -0.0693 0.1632 11.0908 2.200
O -1.426 -0.174 4.185 4.1027 0.4650 -3.2578 -0.530
O 0.560 1.323 4.186 -1.5482 -3.7614 -3.2375 -0.560
O 0.000 0.000 2.000 -1.4773 0.0082 -2.7380 -0.869
```
Forces are in eV/Å.

Values from the calculation:
Net charge: +3
LUMO level (spin up / spin down), eV: -15.3 / -15.3
Highest occupied orbital energy (spin up / spin down), eV: -18.7 / -18.7
Frontier orbital gap (spin up / spin down), eV: 3.4 / 3.4


The following is a DFT calculation (the ωB97M-V functional and the def2-TZVPD basis) of a structure of composition C9H21ClLaNO4P2.

Geometry as XYZ:
```
39
Properties=species:S:1:pos:R:3:forces:R:3:nbo_charge:R:1
C 0.680 -0.025 -4.122 0.0204 0.2199 -0.4973 -0.751
C 1.023 0.001 -2.674 2.0543 0.1159 1.1987 0.422
H 1.584 0.040 -4.745 -0.2146 -0.0285 0.1858 0.292
H 0.004 0.817 -4.336 0.2187 -0.1298 0.0341 0.276
H 0.113 -0.930 -4.353 0.1091 -0.0281 0.0502 0.279
O 2.066 0.081 -2.084 -2.2852 -0.1583 -1.1355 -0.359
Cl -3.750 0.053 -1.182 -0.3274 0.0988 -0.2544 -0.566
La -1.256 -0.057 -0.745 1.0780 -0.1218 -1.0268 1.765
P -0.042 2.566 0.234 -0.4851 2.2771 0.1116 0.766
C 1.258 3.434 1.180 0.7185 -0.5272 0.3004 -0.920
C 0.006 3.566 -1.295 -0.0508 -0.2261 -0.4254 -0.927
H -0.202 4.617 -1.049 0.0776 -0.2861 -0.1529 0.270
H -1.506 4.380 0.854 -0.1311 -0.3276 0.2274 0.268
H -0.738 3.208 -2.021 0.1068 0.2563 0.0771 0.234
H -2.426 2.834 0.790 0.0699 0.3064 0.0665 0.243
H 2.254 3.214 0.775 -0.1923 0.0554 0.0925 0.263
H 1.001 3.482 -1.754 -0.2253 0.0688 0.0791 0.262
C -1.484 3.309 1.101 -0.2979 -0.2434 -0.0518 -0.927
H 1.098 4.524 1.134 -0.1553 -0.4298 -0.1035 0.272
H -1.372 3.173 2.188 -0.0448 0.1148 -0.3335 0.255
H 1.247 3.125 2.234 0.0042 0.0624 -0.2681 0.258
P 0.140 -2.600 0.523 -0.4416 -2.0890 0.2908 0.772
C 1.496 -3.124 1.622 0.6347 0.6900 0.1526 -0.923
C -1.222 -3.336 1.517 -0.4132 0.2880 -0.1405 -0.917
H -0.400 -3.699 -1.572 0.1660 -0.2732 0.0807 0.234
H 0.225 -4.876 -0.367 0.0476 0.3268 -0.1341 0.266
H 1.346 -3.763 -1.222 -0.2363 -0.0922 0.0418 0.258
C 0.345 -3.865 -0.783 -0.0757 0.2614 -0.4598 -0.925
H -2.196 -3.100 1.071 0.1093 -0.2990 0.1199 0.242
H -1.092 -4.428 1.576 -0.0448 0.3903 0.0576 0.264
H 1.479 -4.214 1.755 -0.1711 0.3029 -0.1503 0.269
H 1.402 -2.647 2.604 0.0567 -0.0938 -0.1570 0.251
H -1.212 -2.897 2.525 0.0125 -0.2264 -0.2223 0.246
H 2.461 -2.836 1.194 -0.0387 -0.0892 0.1302 0.256
C 0.856 0.082 0.923 3.7326 -0.2537 2.7280 0.398
O 1.782 0.117 1.621 -2.9889 0.0128 -2.3161 -0.449
O -1.271 0.075 3.309 -0.7729 2.0934 -3.8482 -0.005
N -1.565 0.318 2.151 -1.0532 -5.4578 3.4807 0.486
O -2.137 -0.619 1.420 1.4293 3.4395 2.1718 -0.398
```
Forces are in eV/Å.

Values from the calculation:
Net charge: +2
LUMO level (spin up / spin down), eV: -9.1 / -11.3
Highest occupied orbital energy (spin up / spin down), eV: -16.0 / -15.9
Frontier orbital gap (spin up / spin down), eV: 6.9 / 4.6


What did the first record say?
The following is a DFT calculation (the ωB97M-V functional and the def2-TZVPD basis) of a structure of composition C9H21CeClI2N2O2P.

Geometry as XYZ:
```
39
Properties=species:S:1:pos:R:3:forces:R:3:lowdin_charge:R:1
I 4.292 1.057 -1.742 1.1365 -1.5282 1.1583 0.754
I 3.335 -1.861 -1.575 0.3889 1.6039 -0.0708 0.645
Ce 0.345 -0.817 -0.832 -3.3211 0.3324 3.0794 0.799
P -0.800 -0.003 -3.748 -0.7637 0.1885 -1.2357 0.860
C 0.511 0.069 -4.965 0.6147 -0.0542 -0.6214 -0.225
C -1.797 -1.481 -4.102 0.1633 -0.5827 1.2222 -0.203
H -2.518 1.578 -3.135 0.1523 -0.1158 -0.5842 0.041
H -2.346 1.508 -4.940 0.4263 -0.2505 0.2922 0.101
H -1.138 2.373 -3.878 -0.2504 -0.2803 -0.3338 0.079
C -1.805 1.497 -3.977 0.0922 0.4375 1.3562 -0.185
H -2.506 -1.633 -3.266 0.1346 0.1681 -0.6582 0.030
H -2.333 -1.385 -5.060 0.3653 0.0608 0.2360 0.100
H 0.159 0.072 -6.000 -0.3200 -0.2250 0.1314 0.105
H 1.209 -0.775 -4.780 -0.5272 0.3357 -0.5668 0.086
H -1.119 -2.354 -4.089 -0.3198 0.2343 -0.4079 0.075
H 1.099 0.990 -4.792 -1.0589 -0.5912 -1.0750 0.066
C 1.409 0.431 -2.461 4.6686 3.1308 -6.6960 -0.482
O 2.110 0.806 -3.370 -4.2338 -1.7909 6.6577 -0.217
Cl -2.279 -0.213 -1.028 2.0641 -0.5069 0.0416 0.228
C 2.438 -0.261 2.085 0.5749 0.0505 -0.4139 -0.046
N 1.409 -0.234 3.113 -1.3454 0.1972 -1.3963 -0.081
C 1.806 -0.111 4.513 0.5932 0.0856 0.7678 -0.016
C 0.120 -0.138 2.619 -0.0882 0.1969 4.7335 -0.330
O -0.002 -0.219 1.349 -0.1194 -0.5522 -2.7695 -0.249
N -1.010 0.023 3.432 1.4790 -0.1952 -4.1962 -0.075
C -1.138 0.163 4.850 0.7308 0.1554 1.5734 -0.027
C -2.238 0.280 2.650 -0.9680 -0.0752 -0.3779 -0.023
H 3.441 -0.226 2.534 -0.4935 -0.0569 -0.0760 0.122
H 2.366 0.597 1.384 0.0105 -0.1227 0.4436 0.090
H 2.398 -1.174 1.459 0.0091 0.0198 0.4092 0.046
H 1.500 0.855 4.935 0.1678 -0.2425 -0.1677 0.113
H 1.414 -0.932 5.125 0.0626 0.1657 -0.2562 0.114
H 2.899 -0.163 4.614 -0.3890 0.0006 -0.3770 0.112
H -1.569 1.120 5.138 0.0086 0.2197 -0.3380 0.119
H -1.766 -0.593 5.317 -0.0707 -0.3154 -0.4103 0.121
H -0.157 0.102 5.305 -0.6221 0.0091 0.1875 0.050
H -2.137 1.162 1.987 0.0674 -0.3057 0.5230 0.101
H -2.517 -0.567 1.985 0.2674 0.3504 0.6318 0.083
H -3.086 0.459 3.344 0.7133 -0.1511 -0.4160 0.120
```
Forces are in eV/Å.

Values from the calculation:
Net charge: +3
LUMO level (spin up / spin down), eV: -13.3 / -13.3
Highest occupied orbital energy (spin up / spin down), eV: -17.6 / -17.6
Frontier orbital gap (spin up / spin down), eV: 4.3 / 4.3


Which of these has the lowest net charge? C9H21ClLaNO4P2